{"formula": "C39H94AsF6N10O7", "method": "ωB97M-V with the def2-TZVPD basis set", "symbols": ["As", "F", "F", "F", "F", "F", "F", "C", "C", "N", "C", "C", "C", "C", "H", "H", "H", "H", "H", "H", "H", "H", "H", "H", "H", "H", "H", "H", "H", "C", "C", "N", "C", "C", "C", "C", "H", "H", "H", "H", "H", "H", "H", "H", "H", "H", "H", "H", "H", "H", "H", "C", "C", "N", "C", "C", "C", "C", "H", "H", "H", "H", "H", "H", "H", "H", "H", "H", "H", "H", "H", "H", "H", "C", "C", "O", "N", "C", "H", "H", "H", "H", "H", "H", "H", "C", "C", "O", "N", "C", "H", "H", "H", "H", "H", "H", "H", "C", "C", "O", "N", "C", "H", "H", "H", "H", "H", "H", "H", "C", "C", "O", "N", "C", "H", "H", "H", "H", "H", "H", "H", "C", "C", "O", "N", "C", "H", "H", "H", "H", "H", "H", "H", "C", "C", "O", "N", "C", "H", "H", "H", "H", "H", "H", "H", "C", "C", "O", "N", "C", "H", "H", "H", "H", "H", "H", "H"], "positions_angstrom": [[1.51, 0.92, 0.89], [0.74, -0.44, 0.07], [3.04, 0.05, 1.08], [2.15, 2.25, 1.83], [-0.01, 1.76, 0.61], [0.88, 0.34, 2.42], [2.18, 1.55, -0.59], [-2.67, -2.71, 1.71], [-2.92, -1.27, 1.19], [-4.29, -0.80, 1.38], [-5.20, -1.62, 0.56], [-6.66, -1.26, 0.78], [-4.45, 0.60, 1.11], [-3.54, 1.45, 2.05], [-3.03, -3.51, 1.06], [-3.23, -2.78, 2.64], [-1.61, -2.88, 1.83], [-2.20, -0.69, 1.77], [-2.68, -1.20, 0.12], [-4.97, -1.49, -0.51], [-5.04, -2.64, 0.88], [-6.87, -0.95, 1.81], [-7.02, -0.55, 0.04], [-7.22, -2.19, 0.63], [-5.45, 0.97, 1.36], [-4.15, 0.95, 0.11], [-3.82, 2.50, 2.16], [-2.50, 1.46, 1.71], [-3.57, 1.04, 3.06], [-1.27, 0.38, -2.45], [-2.70, 0.70, -2.87], [-2.89, 0.47, -4.33], [-2.07, 1.22, -5.25], [-2.46, 2.71, -5.27], [-3.05, -0.96, -4.64], [-4.20, -1.09, -5.65], [-0.48, 0.98, -2.90], [-1.15, -0.71, -2.52], [-1.06, 0.46, -1.38], [-3.54, 0.17, -2.42], [-2.91, 1.76, -2.66], [-1.01, 1.01, -5.07], [-2.29, 0.87, -6.26], [-2.19, 3.27, -6.16], [-3.54, 2.76, -5.16], [-2.09, 3.24, -4.38], [-3.27, -1.53, -3.74], [-2.14, -1.35, -5.11], [-5.12, -1.20, -5.07], [-4.10, -1.98, -6.27], [-4.34, -0.20, -6.27], [-4.09, -7.04, -1.63], [-3.76, -5.56, -1.76], [-2.32, -5.30, -1.93], [-2.09, -3.86, -1.94], [-0.65, -3.45, -1.73], [-1.52, -6.08, -2.81], [-1.69, -5.60, -4.32], [-3.82, -7.63, -2.51], [-5.18, -7.19, -1.68], [-3.70, -7.50, -0.73], [-4.19, -5.26, -2.73], [-4.20, -4.95, -0.98], [-2.61, -3.42, -1.09], [-2.49, -3.35, -2.83], [-0.50, -2.41, -1.46], [0.05, -3.75, -2.52], [-0.22, -4.09, -0.95], [-0.45, -5.97, -2.64], [-1.82, -7.13, -2.76], [-2.75, -5.45, -4.54], [-1.31, -4.58, -4.39], [-1.17, -6.23, -5.04], [2.41, 3.08, -3.47], [2.71, 3.01, -4.96], [3.86, 2.78, -5.31], [1.68, 3.35, -5.73], [1.67, 3.26, -7.17], [2.17, 2.09, -3.08], [1.56, 3.61, -3.03], [3.27, 3.43, -2.90], [0.82, 3.52, -5.25], [2.02, 2.31, -7.58], [2.28, 4.05, -7.62], [0.66, 3.43, -7.55], [0.05, 4.95, -1.42], [-0.88, 5.61, -0.41], [-0.83, 6.81, -0.19], [-1.75, 4.76, 0.17], [-2.91, 5.14, 0.92], [0.74, 4.37, -0.80], [0.57, 5.57, -2.14], [-0.41, 4.16, -2.03], [-1.56, 3.77, 0.18], [-3.85, 5.13, 0.36], [-2.76, 6.08, 1.45], [-3.05, 4.44, 1.75], [2.34, 5.17, 2.40], [1.78, 6.22, 3.31], [2.17, 7.38, 3.15], [0.72, 5.98, 4.09], [0.08, 4.67, 4.22], [2.73, 4.29, 2.92], [3.17, 5.47, 1.78], [1.52, 4.88, 1.73], [0.37, 6.72, 4.67], [-0.18, 4.57, 5.27], [0.79, 3.87, 4.00], [-0.75, 4.54, 3.52], [6.87, -0.05, -0.57], [6.69, -0.71, 0.79], [7.42, -1.62, 1.16], [5.69, -0.22, 1.57], [5.37, -0.72, 2.90], [7.80, 0.51, -0.58], [6.01, 0.47, -0.98], [7.06, -0.96, -1.16], [5.13, 0.54, 1.24], [4.71, 0.05, 3.30], [6.27, -0.81, 3.51], [4.89, -1.70, 2.92], [3.57, -1.64, -1.87], [4.25, -2.87, -1.28], [4.85, -3.66, -2.01], [4.25, -2.93, 0.06], [4.94, -3.95, 0.86], [2.51, -1.70, -1.61], [3.65, -1.72, -2.95], [3.94, -0.69, -1.49], [4.18, -2.04, 0.53], [4.87, -4.93, 0.39], [4.45, -3.99, 1.83], [6.00, -3.72, 0.93], [1.28, -3.04, 2.38], [2.23, -3.02, 3.58], [2.74, -4.04, 4.01], [2.38, -1.79, 4.14], [3.13, -1.56, 5.34], [1.01, -2.03, 2.06], [0.43, -3.60, 2.76], [1.85, -3.39, 1.51], [1.90, -1.03, 3.70], [2.52, -1.58, 6.25], [3.58, -0.57, 5.21], [3.98, -2.21, 5.53], [1.86, 2.30, 8.86], [0.90, 2.09, 7.68], [-0.25, 2.52, 7.65], [1.44, 1.35, 6.71], [0.80, 1.06, 5.43], [2.15, 1.35, 9.30], [1.49, 3.01, 9.59], [2.74, 2.78, 8.42], [2.41, 1.10, 6.82], [0.55, 0.00, 5.36], [1.46, 1.22, 4.58], [-0.18, 1.54, 5.38]], "lowdin_charge": [0.809, -0.258, -0.255, -0.260, -0.269, -0.266, -0.248, -0.068, -0.238, -0.189, -0.252, -0.098, -0.257, -0.084, 0.046, 0.083, 0.050, 0.102, 0.108, 0.113, 0.098, 0.078, 0.069, 0.067, 0.107, 0.112, 0.045, 0.048, 0.081, -0.067, -0.221, -0.214, -0.266, -0.084, -0.246, -0.085, 0.068, 0.054, 0.043, 0.098, 0.100, 0.103, 0.108, 0.061, 0.076, 0.054, 0.087, 0.111, 0.065, 0.064, 0.061, -0.100, -0.243, -0.197, -0.268, -0.080, -0.223, -0.069, 0.063, 0.071, 0.078, 0.107, 0.106, 0.084, 0.093, 0.045, 0.070, 0.083, 0.103, 0.093, 0.059, 0.050, 0.064, -0.004, -0.561, 0.047, 0.010, -0.074, 0.071, 0.035, 0.088, 0.120, 0.086, 0.083, 0.075, -0.011, -0.555, 0.051, 0.010, -0.083, 0.075, 0.080, 0.062, 0.115, 0.084, 0.087, 0.054, -0.015, -0.554, 0.000, 0.021, -0.056, 0.066, 0.088, 0.077, 0.135, 0.081, 0.063, 0.076, 0.010, -0.561, 0.028, -0.002, -0.072, 0.080, 0.067, 0.087, 0.107, 0.075, 0.090, 0.070, 0.005, -0.553, 0.031, 0.017, -0.054, 0.066, 0.081, 0.058, 0.091, 0.084, 0.064, 0.074, 0.014, -0.557, 0.031, 0.016, -0.095, 0.040, 0.080, 0.074, 0.081, 0.082, 0.066, 0.089, -0.006, -0.561, 0.028, 0.012, -0.065, 0.077, 0.076, 0.077, 0.118, 0.076, 0.064, 0.086], "charge": -1, "homo_ev": -6.46, "homo_lumo_gap_ev": 8.47, "de_lowest_kj_mol": 0.0}

=====

{"formula": "C3Br5O2", "method": "ωB97M-V with the def2-TZVPD basis set", "symbols": ["C", "C", "C", "O", "O", "Br", "Br", "Br", "Br", "Br"], "positions_angstrom": [[2.31, -0.91, -1.89], [-2.59, 0.16, 0.46], [-0.25, 0.69, 1.38], [2.40, 0.18, -2.19], [2.29, -2.00, -1.61], [-2.56, -1.71, 0.16], [-2.74, 1.06, -1.30], [-0.42, 0.44, 3.30], [1.17, -0.44, 0.81], [0.39, 2.52, 0.88]], "mulliken_spin": [0.004, 1.198, 0.400, -0.002, -0.002, 0.117, 0.097, 0.053, 0.066, 0.068], "charge": -1, "homo_ev": [-3.03, -4.29], "homo_lumo_gap_ev": [5.92, 5.97], "spin_multiplicity": 3}

=====

{"formula": "C3BrCl2N", "method": "ωB97M-V with the def2-TZVPD basis set", "symbols": ["C", "C", "C", "N", "Cl", "Cl", "Br"], "positions_angstrom": [[1.74, 0.72, -0.30], [0.97, -0.39, 0.10], [-1.47, -0.27, -0.48], [2.21, 1.60, -0.83], [1.02, -0.78, 1.71], [-2.25, -1.58, -1.14], [-2.22, 0.71, 0.93]], "lowdin_charge": [-0.385, -0.571, -1.098, 0.173, 0.662, 0.600, 0.619], "charge": 0, "homo_ev": [-8.90, -8.81], "homo_lumo_gap_ev": [7.00, 6.90], "de_lowest_kj_mol": 31.5}

=====

{"formula": "C3Cl2NO2S", "method": "ωB97M-V with the def2-TZVPD basis set", "symbols": ["C", "C", "C", "N", "O", "O", "S", "Cl", "Cl"], "positions_angstrom": [[-1.56, 0.69, -0.19], [-1.61, -0.59, 0.08], [1.67, -0.29, -0.35], [0.83, 0.33, 0.34], [2.18, -0.83, -1.24], [0.80, 0.95, 1.41], [-0.17, -1.60, 0.25], [-1.72, 2.22, -0.60], [-3.13, -1.33, 0.31]], "lowdin_charge": [-0.536, -1.076, -0.296, -0.254, 0.257, 0.026, 1.029, 1.040, 0.810], "charge": 1, "homo_ev": [-14.46, -14.45], "homo_lumo_gap_ev": [6.87, 6.86], "de_lowest_kj_mol": 324.0}

=====

{"formula": "C3Cl3O5S", "method": "ωB97M-V with the def2-TZVPD basis set", "symbols": ["C", "C", "C", "O", "O", "O", "O", "O", "S", "Cl", "Cl", "Cl"], "positions_angstrom": [[2.01, -1.93, -1.10], [-1.26, 0.46, 1.21], [-1.34, 0.55, -0.19], [2.92, -1.51, -0.58], [1.05, -2.40, -1.55], [1.40, 1.24, 1.08], [0.81, -1.18, 1.37], [-0.12, 0.09, -0.58], [0.47, 0.17, 0.98], [-1.02, 2.88, -1.67], [-2.30, 1.13, 2.39], [-2.62, 0.50, -1.35]], "lowdin_charge": [-0.476, -0.765, -0.915, 0.226, 0.196, -0.232, -0.278, -0.238, 0.682, -0.467, 0.640, 0.625], "charge": -1, "homo_ev": -4.34, "homo_lumo_gap_ev": 7.22, "de_lowest_kj_mol": 0.0}

=====

{"formula": "C3Cl5F", "method": "ωB97M-V with the def2-TZVPD basis set", "symbols": ["F", "C", "Cl", "C", "Cl", "C", "Cl", "Cl", "Cl"], "positions_angstrom": [[2.36, -1.01, 0.07], [1.52, -0.01, -0.06], [1.96, 1.44, 0.62], [-0.27, -0.57, 0.05], [-0.40, -2.04, -0.75], [-1.42, 0.33, -0.01], [-1.83, 0.90, -1.69], [-2.80, -0.61, 0.60], [-1.21, 1.75, 1.02]], "lowdin_charge": [0.002, -0.685, 0.722, -0.762, 0.690, -1.665, 0.542, 0.577, 0.580], "charge": 0, "homo_ev": [-9.25, -8.99], "smiles": "F/C(Cl)=C(\\Cl)C(Cl)(Cl)Cl", "homo_lumo_gap_ev": [8.49, 7.57], "de_lowest_kj_mol": 285.4}

=====

What is the formula in the sixth record?
C3Cl5F

=====

Which formula does entry 2 have?
C3Br5O2

=====

Among the records above, which one has the highest charge?
C3Cl2NO2S

=====

What is the charge in the sixth record?
0